Computed, not measured: C29H27BrN2O3PdS as an isolated structure in a non-equilibrium geometry, with ωB97M-V/def2-TZVPD.

Structure (XYZ):
```
64
Properties=species:S:1:pos:R:3
Pd 0.39 0.34 0.51
O -2.39 -2.59 -3.66
C -1.28 -1.85 -4.00
C -0.67 -1.97 -5.24
C 0.48 -1.26 -5.52
C 1.06 -0.46 -4.55
C 0.44 -0.33 -3.31
C -0.75 -0.98 -3.04
C -1.51 -0.81 -1.71
O -1.28 0.32 -1.01
N -1.21 -2.02 -0.90
N -0.39 -1.96 0.10
C -0.18 -3.00 0.83
C 0.67 -2.98 1.99
Br 1.90 -1.47 2.00
C 0.75 -3.79 3.06
C -0.06 -4.94 3.49
C 0.24 -5.46 4.75
C -0.46 -6.53 5.28
C -1.48 -7.13 4.55
C -1.79 -6.63 3.29
C -1.09 -5.55 2.77
H -2.62 -3.14 -4.41
H -1.11 -2.63 -5.99
H 0.93 -1.35 -6.51
H 1.98 0.07 -4.75
H 0.89 0.27 -2.54
H -2.59 -0.90 -1.95
H -1.70 -2.89 -1.11
H -0.65 -3.94 0.57
H 1.52 -3.53 3.78
H 1.03 -5.01 5.34
H -0.21 -6.91 6.26
H -2.03 -7.97 4.95
H -2.58 -7.08 2.71
H -1.37 -5.20 1.79
C 1.39 3.34 4.15
C 0.48 2.30 4.31
C 0.13 1.51 3.23
C 0.69 1.74 1.99
C 1.59 2.78 1.81
C 1.94 3.58 2.89
H 1.67 3.95 4.99
H 0.05 2.11 5.29
H -0.59 0.71 3.37
H 2.02 2.98 0.84
H 2.64 4.40 2.76
C -1.34 3.30 -0.54
S -0.19 2.65 -1.79
O 0.98 2.11 -1.02
C 0.41 4.32 -2.24
C 1.66 4.75 -1.81
C 2.11 6.01 -2.16
C 1.31 6.84 -2.94
C 0.07 6.40 -3.38
C -0.38 5.13 -3.04
H -0.78 3.94 0.14
H -1.76 2.44 -0.02
H -2.12 3.86 -1.06
H 2.25 4.08 -1.20
H 3.08 6.36 -1.82
H 1.66 7.83 -3.21
H -0.55 7.05 -3.98
H -1.34 4.78 -3.39
```

HOMO level (spin up / spin down) = -0.2728 / -0.2729 Eh
E_tot = -4556.43253 a.u.
HOMO-LUMO gap (spin up / spin down) = 6.832 / 6.838 eV
Energy above the lowest of the compared OMol25 structures with the same formula, charge and spin = 167.9 kJ/mol